# 1
Density functional theory data (wB97M-V/def2-TZVPD) for a structure of composition C20H17ClNi at a distorted geometry.

Properties
DFT total energy in hartree: -2740.7151
Highest occupied orbital energy (spin up / spin down) in eV: 0.2 / 0.2
Frontier orbital gap (spin up / spin down) in eV: 4.67 / 4.66
Spin multiplicity: 3
LUMO energy (spin up / spin down) in Eh: 0.179 / 0.179
Total charge: -2

Last column: Mulliken charge in e.
Atoms and positions in Å:
C1 -2.41739 -1.59096 -1.56832  -0.68
C2 -1.89972 -1.81564 -2.88067  -0.69
C3 -1.75949 -0.55635 -3.52227  -0.42
H1 -1.58340 -2.77461 -3.28256  0.34
C4 -2.12258 0.45666 -2.58081  -0.60
C5 -2.59988 -0.18657 -1.40115  -0.68
H2 -2.98529 0.29024 -0.49479  0.42
H3 -2.69341 -2.36317 -0.84937  0.55
H4 -1.34977 -0.39151 -4.50986  0.55
H5 -1.99878 1.52626 -2.73360  0.35
Ni1 0.20661 -1.26178 0.00438  -0.17
Cl1 0.18808 -3.34322 -0.41948  -0.59
C6 1.82228 -0.69243 -1.25606  0.01
C7 1.53684 0.56664 -1.95702  -0.34
C8 1.36914 0.27802 -3.31630  -0.74
H6 1.48439 1.53389 -1.44781  0.27
C9 1.56115 -1.13294 -3.52909  -0.25
C10 1.83568 -1.73055 -2.29732  -1.15
H7 2.05454 -2.77750 -2.11762  0.45
H8 2.30256 -0.78371 -0.25906  0.61
H9 1.08247 0.95686 -4.11411  0.38
H10 1.43309 -1.63554 -4.48300  0.41
C11 2.08146 2.47576 3.66768  -0.25
C12 2.48339 2.11070 2.36460  -0.90
C13 1.65796 1.29978 1.59632  0.00
C14 0.45143 0.80097 2.12177  1.02
C15 -0.30130 -0.17972 1.41154  0.27
C16 -1.50659 -0.69048 1.83439  -0.49
C17 -2.00778 -0.21884 3.08726  -0.74
C18 -1.24302 0.66234 3.85189  -0.71
C19 0.01729 1.19160 3.44292  0.55
C20 0.86860 2.05327 4.19686  -0.89
H11 2.76363 3.10365 4.24576  0.33
H12 3.42903 2.46105 1.93091  0.38
H13 1.91928 1.03838 0.56929  0.15
H14 -2.01630 -1.44803 1.23883  0.32
H15 -2.97653 -0.56285 3.44538  0.35
H16 -1.65855 0.95587 4.81274  0.27
H17 0.57087 2.37442 5.19777  0.32


# 2
Density functional theory data (wB97M-V/def2-TZVPD) for an isolated molecule of C20H17F3O4 at a distorted geometry.

Properties
DFT total energy in hartree: -1372.8664
Highest occupied orbital energy in eV: -9.0
SMILES: CC1(C)OC(=O)C([C@H](c2ccccc2)c2ccc(C(F)(F)F)cc2)C(=O)O1
Frontier orbital gap in eV: 8.55
LUMO energy in Eh: -0.016
Total charge: 0

Last column: Mulliken charge in e.
Atoms and positions in Å:
F1 -3.86314 4.53163 -0.00633  -0.27
C1 -3.06594 4.44428 1.11156  0.78
F2 -2.20261 5.49530 1.07717  -0.28
F3 -3.88346 4.63832 2.16147  -0.25
C2 -2.35356 3.09373 1.11444  0.54
C3 -0.98404 3.06324 1.38985  -0.87
C4 -0.33886 1.85417 1.33239  -0.75
C5 -1.06396 0.66083 1.02391  0.62
C6 -0.33357 -0.57683 0.95546  -0.39
C7 -1.04919 -1.87654 0.74551  0.02
C8 -0.60904 -3.05882 1.40415  -0.07
C9 -1.22603 -4.28840 1.21653  -0.94
C10 -2.35194 -4.30971 0.36972  -0.24
C11 -2.83388 -3.17237 -0.28801  -1.06
C12 -2.12522 -2.00562 -0.12644  -0.20
C13 -2.47431 0.73544 0.96828  -0.31
C14 -3.14078 1.92621 0.94663  -1.38
H1 -0.40351 3.96764 1.62038  0.42
H2 0.71379 1.77250 1.56845  0.60
H3 0.52597 -0.58606 1.65118  0.83
H4 0.21604 -2.99251 2.07257  0.47
H5 -0.88395 -5.17319 1.74287  0.41
H6 -2.91738 -5.25432 0.29402  0.32
H7 -3.76855 -3.19785 -0.87331  0.37
H8 -2.42751 -1.14430 -0.72512  0.75
H9 -3.08382 -0.17761 0.91779  0.78
H10 -4.23419 1.99904 0.84935  0.36
C15 3.73455 1.47033 -2.73443  -1.59
C16 3.27920 0.34938 -1.81598  1.28
C17 4.26397 -0.81638 -1.70357  -1.40
O1 3.07747 0.94113 -0.50755  -0.34
C18 2.25360 0.25837 0.39593  0.12
O2 2.39912 0.43932 1.58465  -0.63
C19 1.17258 -0.64499 -0.12536  0.46
C20 1.15720 -0.80783 -1.58662  0.31
O3 0.40903 -1.62801 -2.06216  -0.60
O4 2.00651 -0.08458 -2.36657  -0.32
H11 2.96218 2.25715 -2.74120  0.39
H12 4.69364 1.84584 -2.36463  0.39
H13 3.84943 1.02309 -3.72459  0.39
H14 3.92868 -1.61264 -1.01670  0.30
H15 4.40812 -1.21445 -2.71440  0.39
H16 5.22225 -0.39944 -1.36417  0.38
H17 1.34506 -1.74451 0.33287  0.19


# 3
Density functional theory data (wB97M-V/def2-TZVPD) for the ion C20H17F4 with charge +1 at a distorted geometry.

Properties
DFT total energy in hartree: -1171.3874
Highest occupied orbital energy in eV: -12.7
Frontier orbital gap in eV: 7.55
Relative energy (zero: lowest compared OMol25 entry of this formula, charge and spin) in kJ/mol: 135.91
LUMO energy in Eh: -0.189
Total charge: +1

Last column: Mulliken charge in e.
Atoms and positions in Å:
F1 -0.90993 1.06489 -4.76329  -0.30
C1 -1.10019 1.60979 -3.52336  0.44
C2 -1.04061 2.98650 -3.36755  -0.73
C3 -1.22556 3.47905 -2.07872  0.42
F2 -1.19487 4.83865 -1.90734  -0.30
C4 -1.32816 2.64704 -0.96875  -0.69
C5 -1.18462 1.25134 -1.16926  0.19
C6 -0.90774 0.31483 0.03761  -0.30
C7 -1.80279 -0.90878 0.17505  0.14
C8 -2.68865 -1.02432 1.25456  -0.38
C9 -3.29271 -2.25910 1.44534  0.30
F3 -4.01681 -2.44793 2.58535  -0.30
C10 -3.11278 -3.34239 0.58951  -0.71
C11 -2.29214 -3.15015 -0.50436  0.00
F4 -2.10553 -4.16149 -1.40631  -0.30
C12 -1.59390 -1.96654 -0.70442  -0.48
C13 -1.23409 0.72377 -2.45590  -0.73
H1 -0.91200 3.63793 -4.21722  0.51
H2 -1.50302 3.07741 0.01854  0.45
H3 -1.08123 0.97119 0.90695  0.72
H4 -2.84004 -0.18777 1.93697  0.47
H5 -3.61639 -4.28361 0.72875  0.51
H6 -0.87672 -1.89065 -1.50919  0.53
H7 -1.33822 -0.34480 -2.61999  0.48
C14 3.08712 1.25290 1.27611  -1.00
C15 1.95879 0.94563 0.25368  -0.35
C16 0.85906 0.01531 0.63268  0.66
C17 0.99645 -0.92360 1.66452  0.08
C18 2.20889 -1.43896 2.24358  -0.64
C19 3.50760 -1.09112 2.11580  -0.38
C20 4.05680 0.10007 1.41356  -0.74
H8 3.64134 2.13550 0.92341  0.39
H9 2.71504 1.58405 2.24518  0.38
H10 1.54435 1.88083 -0.14208  0.43
H11 2.48571 0.47326 -0.58879  0.30
H12 0.37993 -0.32825 -0.30636  0.03
H13 0.06863 -1.39733 2.02737  0.39
H14 2.04990 -2.29911 2.90212  0.35
H15 4.28495 -1.75570 2.51651  0.38
H16 4.37994 -0.20064 0.40461  0.34
H17 4.97421 0.41232 1.93510  0.43


# 4
Density functional theory data (wB97M-V/def2-TZVPD) for an isolated molecule of C20H17F6NO2 at a distorted geometry.

Properties
DFT total energy in hartree: -1576.7392
Highest occupied orbital energy in eV: -9.0
SMILES: FC(F)(F)c1cc([C@H]2O[C@H]2[C@@H]2OCCN[C@@H]2c2ccccc2)cc(C(F)(F)F)c1
Frontier orbital gap in eV: 9.54
LUMO energy in Eh: 0.019
Total charge: 0

Last column: Mulliken charge in e.
Atoms and positions in Å:
F1 0.39972 4.40577 -1.41577  -0.21
F2 2.43231 3.92451 -0.80397  -0.30
F3 1.27898 5.40863 0.33735  -0.26
F4 -2.71666 3.90589 2.86652  -0.29
F5 -2.18090 2.17178 4.18313  -0.25
F6 -3.34824 1.92286 2.33719  -0.26
O1 0.99018 -1.43464 2.53034  -0.57
O2 -1.15586 -3.35873 1.02669  -0.54
C1 0.55278 1.58718 -2.84663  -0.28
C2 1.51308 0.60574 -2.55248  -0.87
C3 -0.79546 1.33761 -2.53465  -0.88
C4 -0.50967 3.39109 1.30128  -1.15
C5 1.27034 1.89050 0.64551  -0.67
C6 -0.40861 1.12524 2.16357  -0.75
C7 1.19913 -0.54058 -1.88975  -0.06
C8 -1.11032 0.14147 -1.88831  0.00
C9 0.64854 3.14236 0.55794  0.34
C10 -1.06159 2.37742 2.11266  -0.05
C11 0.73857 0.85547 1.41469  0.54
C12 -0.14611 -0.82208 -1.55539  -0.16
N1 0.31999 -3.27381 -1.41253  -0.42
C13 1.19199 4.25257 -0.33123  0.73
C14 -2.32989 2.58795 2.91421  0.86
C15 -0.42654 -4.52443 0.60872  -0.47
C16 1.45653 -0.48986 1.55154  -0.29
C17 -0.13534 -4.56352 -0.87765  -0.64
C18 0.81939 -1.92864 1.22543  -0.57
C19 -0.53927 -2.14178 -0.95001  -0.35
C20 -0.58455 -2.11982 0.60281  0.28
H1 0.85805 2.48847 -3.36343  0.47
H2 2.54095 0.75553 -2.84748  0.39
H3 -1.54346 2.08351 -2.82921  0.41
H4 -0.95028 4.37665 1.13816  0.46
H5 2.16179 1.68774 0.08013  0.56
H6 -0.79597 0.36225 2.83807  0.62
H7 1.94255 -1.30791 -1.66327  0.37
H8 -2.14801 -0.08237 -1.65300  0.40
H9 0.33406 -3.30652 -2.42395  0.25
H10 -1.05208 -5.37748 0.79146  0.39
H11 0.51594 -4.60316 1.17840  0.27
H12 2.50712 -0.33742 1.26684  0.49
H13 -1.07163 -4.82534 -1.38063  0.38
H14 0.59406 -5.36652 -1.06173  0.35
H15 1.56823 -2.70149 0.94075  0.51
H16 -1.57380 -2.35505 -1.27563  0.67
H17 -1.25002 -1.32699 0.94339  0.53